<i>
Entry from the Open Molecules 2025 dataset: C5H14N2 in the gas phase (ωB97M-V/def2-TZVPD).

Geometry as ORCA input:
```
! RIJCOSX wB97M-V def2-TZVPD def2/J DEFGRID3
* xyz 0 1
H -2.853 2.081 -0.467
H -2.167 2.388 -2.179
C -0.793 0.529 0.191
H -1.538 -0.167 -0.196
H 1.290 0.357 -0.127
C -0.692 1.606 -0.880
H -1.806 3.436 -0.914
N 0.954 -0.155 1.758
H 0.321 -0.714 2.327
H -1.022 0.924 1.179
N 1.668 -2.358 -0.058
C 0.552 -0.243 0.354
C 0.452 -1.619 -0.320
H 0.104 2.320 -0.707
H 1.728 -3.294 -0.433
H -0.487 1.129 -1.841
H 1.874 -0.538 1.925
H 1.816 -2.461 0.937
H -0.442 -2.024 0.149
H 0.314 -1.467 -1.384
C -2.039 2.387 -1.106
*
```

Calculated values
LUMO level = 1.1067 eV
HOMO level = -9.095 eV
SMILES = CCC[C@@H](N)CN
Gap between HOMO and LUMO = 10.2 eV

=====

<ii>
Entry from the Open Molecules 2025 dataset: C5H14N2 in the gas phase (ωB97M-V/def2-TZVPD).

Geometry as ORCA input:
```
! RIJCOSX wB97M-V def2-TZVPD def2/J DEFGRID3
* xyz 0 1
C -0.658 1.181 -0.307
H -2.027 1.818 -1.699
H -0.051 2.107 -0.584
N -1.715 0.972 -1.294
H -2.428 0.682 -0.699
H -1.307 -2.852 -0.737
H 0.009 -1.035 1.627
H 0.546 -2.748 -0.566
H 2.197 0.469 -1.012
H -0.395 -3.317 0.809
C -0.404 -2.582 -0.034
H -1.089 1.315 0.759
C 0.254 -0.021 -0.379
H -1.298 -0.738 0.539
C 1.762 1.290 0.980
C -0.305 -1.194 0.505
H 0.281 -0.475 -1.532
H 1.652 2.382 0.610
N 1.588 0.321 -0.133
H 2.597 1.187 1.685
H 0.790 1.238 1.464
*
```

Calculated values
LUMO level = 0.9934 eV
HOMO level = -8.100 eV
SMILES = CC[C@@H](CN)NC
Gap between HOMO and LUMO = 9.1 eV

=====

<i> is preferred energetically. Next in line: 44.7 kcal/mol higher.

=====

<i>
Entry from the Open Molecules 2025 dataset: 2 unconnected molecules or ions with the total composition C3H11N2O (ωB97M-V/def2-TZVPD).

Geometry as ORCA input:
```
! RIJCOSX wB97M-V def2-TZVPD def2/J DEFGRID3
* xyz 1 1
C -1.367 -2.767 0.582
N 0.877 1.537 -1.088
H 1.134 -2.055 -1.054
H -1.550 -3.723 1.071
H -0.451 -1.097 -0.791
H 0.636 1.468 1.039
H -0.049 3.577 -0.647
N 0.030 -2.440 0.572
O -0.051 3.231 0.257
H -0.854 1.366 0.069
H -2.032 -1.988 1.025
H 0.457 -2.448 1.495
H 0.862 0.516 -1.193
C 0.129 1.826 0.117
C 0.513 -1.449 -0.388
H -1.719 -2.875 -0.449
H 1.854 1.771 -0.931
*
```

Calculated values
LUMO level = -8.2807 eV
HOMO level = -13.512 eV
Gap between HOMO and LUMO = 5.2 eV

=====

<ii>
Entry from the Open Molecules 2025 dataset: 2 unconnected molecules or ions with the total composition C3H11N2O (ωB97M-V/def2-TZVPD).

Geometry as ORCA input:
```
! RIJCOSX wB97M-V def2-TZVPD def2/J DEFGRID3
* xyz 1 1
C -0.378 0.687 0.009
H 2.089 -1.880 -1.583
N -0.652 0.310 -1.420
H -0.962 -0.990 2.735
H 0.850 -2.225 -0.641
H -1.675 0.277 -1.512
H -0.237 -0.605 -1.690
H 1.326 1.581 0.987
C 0.602 1.789 0.201
N -0.332 -0.605 2.049
H 0.339 0.034 2.452
H 0.094 2.730 0.407
H -1.894 -0.613 0.668
H 1.281 1.894 -0.649
H -0.438 1.012 -2.130
C -0.898 -0.211 0.875
O 1.233 -1.601 -1.236
*
```

Calculated values
LUMO level = -3.1372 eV
HOMO level = -12.456 eV
Gap between HOMO and LUMO = 9.3 eV

=====

<ii> is preferred energetically. Next in line: 103.0 kcal/mol higher.

=====

<i>
Entry from the Open Molecules 2025 dataset: 2 unconnected molecules or ions with the total composition C3H11N2O (ωB97M-V/def2-TZVPD).

Geometry as ORCA input:
```
! RIJCOSX wB97M-V def2-TZVPD def2/J DEFGRID3
* xyz 1 1
H 1.589 -1.892 2.622
N -1.968 2.016 -0.143
H 1.461 -0.387 1.548
H -2.113 3.065 -0.425
H 0.458 1.457 -2.327
C 0.821 -2.313 0.741
N 1.643 -1.490 1.698
O -0.447 0.482 0.317
H 0.538 -3.325 1.000
H 1.396 -2.344 -0.261
H -0.703 2.585 -2.325
H -2.387 1.832 0.701
C -0.545 1.597 -2.062
H -0.222 -1.894 0.480
H -1.299 0.880 -2.626
C -0.897 1.270 -0.542
H 2.676 -1.541 1.605
*
```

Calculated values
LUMO level = -3.5227 eV
HOMO level = -13.273 eV
Gap between HOMO and LUMO = 9.7 eV

=====

<ii>
Entry from the Open Molecules 2025 dataset: 4 unconnected molecules or ions with the total composition C3H11N2O (ωB97M-V/def2-TZVPD).

Geometry as ORCA input:
```
! RIJCOSX wB97M-V def2-TZVPD def2/J DEFGRID3
* xyz 1 1
H 2.091 0.690 0.813
H -0.029 0.434 -0.231
O -2.273 0.487 0.113
H -3.170 0.431 -2.369
N 3.049 0.404 0.806
C -3.914 0.650 -1.501
H 1.660 -1.576 0.318
C 3.480 -0.835 0.732
H 3.687 1.155 0.571
H -4.466 -0.215 -0.967
H -2.695 -0.208 0.643
C -3.211 1.298 -0.363
H 2.882 -2.799 0.475
H -4.508 1.423 -2.030
H 4.503 -1.212 0.948
H 0.437 1.059 -0.545
N 2.653 -1.804 0.365
*
```

Calculated values
LUMO level = -4.2986 eV
HOMO level = -10.501 eV
Gap between HOMO and LUMO = 6.2 eV

=====

<iii>
Entry from the Open Molecules 2025 dataset: 2 unconnected molecules or ions with the total composition C3H11N2O (ωB97M-V/def2-TZVPD).

Geometry as ORCA input:
```
! RIJCOSX wB97M-V def2-TZVPD def2/J DEFGRID3
* xyz 1 1
H 2.129 -0.829 1.534
O -1.310 -0.396 0.653
C -1.677 1.663 -0.536
C 1.555 -0.402 -0.317
N 2.535 -1.046 -0.913
H -0.998 2.183 0.142
H 0.618 0.043 1.394
H -2.933 0.829 0.975
H -2.990 -0.041 -0.569
C -2.337 0.481 0.131
H -2.416 2.369 -0.908
H -1.685 -1.275 0.674
H 2.626 -1.042 -1.915
H 0.777 0.062 -0.906
N 1.472 -0.306 0.982
H 3.194 -1.600 -0.387
H -1.106 1.314 -1.404
*
```

Calculated values
LUMO level = -3.4353 eV
HOMO level = -14.283 eV
Gap between HOMO and LUMO = 10.8 eV

=====

<iv>
Entry from the Open Molecules 2025 dataset: 2 unconnected molecules or ions with the total composition C3H11N2O (ωB97M-V/def2-TZVPD).

Geometry as ORCA input:
```
! RIJCOSX wB97M-V def2-TZVPD def2/J DEFGRID3
* xyz 1 1
H 0.994 0.682 3.122
H -0.426 1.706 -1.940
H 1.411 -0.769 -1.766
H 0.023 -0.797 1.543
H -4.867 -1.962 0.409
O -4.262 -1.425 0.946
C 0.733 -0.070 -1.276
N 1.267 0.073 0.069
H 2.513 0.291 2.388
C 0.809 -0.094 1.279
H 0.561 1.003 -3.225
N 1.508 0.356 2.316
H 1.249 1.931 -1.876
C 0.508 1.173 -2.155
H 2.101 0.657 0.012
H -0.260 -0.544 -1.193
H -3.863 -2.211 1.347
*
```

Calculated values
LUMO level = -4.3598 eV
HOMO level = -14.147 eV
Gap between HOMO and LUMO = 9.8 eV

=====

<iii> is preferred energetically. Next in line: 25.4 kcal/mol higher.

=====

<i>
Entry from the Open Molecules 2025 dataset: a gas-phase ion, C4H13N2S (charge +1) (ωB97M-V/def2-TZVPD).

Geometry as ORCA input:
```
! RIJCOSX wB97M-V def2-TZVPD def2/J DEFGRID3
* xyz 1 1
C 0.216 -0.172 0.298
H -0.171 -1.967 1.794
H -2.901 1.006 0.782
C -2.247 0.133 0.645
N 1.551 0.196 0.713
H 1.643 1.075 1.338
H 1.868 0.420 -2.637
H -0.745 1.635 0.930
H -0.175 1.084 -1.625
N 1.603 -0.021 -1.750
C -0.883 0.525 1.059
S 0.112 -1.956 0.485
H -2.778 -0.722 1.104
H -0.690 0.490 2.147
H 1.961 -0.564 1.249
H 2.243 0.472 -1.086
H -2.294 -0.171 -0.462
H 1.835 -0.945 -1.721
H -0.386 -0.643 -1.774
C 0.238 0.126 -1.489
*
```

Calculated values
LUMO level = -3.2909 eV
HOMO level = -13.355 eV
SMILES = CC[C@@](N)(S)C[NH3+]
Gap between HOMO and LUMO = 10.1 eV

=====

<ii>
Entry from the Open Molecules 2025 dataset: a gas-phase ion, C4H13N2S (charge +1) (ωB97M-V/def2-TZVPD).

Geometry as ORCA input:
```
! RIJCOSX wB97M-V def2-TZVPD def2/J DEFGRID3
* xyz 1 1
H 1.477 -0.830 -2.177
H 0.569 1.667 -0.563
H -1.215 -0.535 -0.788
H 0.396 -1.337 1.611
N 0.162 -1.506 0.643
C 0.973 0.179 -2.046
H -2.092 0.999 0.815
S 2.091 1.317 -2.995
C -1.121 0.540 1.205
H -0.893 0.010 3.181
C 0.718 0.509 -0.640
H 1.490 2.456 -2.635
H 1.594 0.339 -0.029
H 0.990 -1.781 0.042
H -2.229 -0.781 2.336
N -1.290 -0.351 2.312
H -0.521 1.483 1.520
H -0.018 0.075 -2.583
C -0.467 -0.188 -0.005
H -0.613 -2.264 0.794
*
```

Calculated values
LUMO level = -3.4023 eV
HOMO level = -12.358 eV
SMILES = NC[C@H]([NH3+])CCS
Gap between HOMO and LUMO = 9.0 eV

=====

<ii> is preferred energetically. Next in line: 10.4 kcal/mol higher.